# 1
{"formula": "C14H30BrN2O8P4S", "method": "ωB97M-V/def2-TZVPD", "species": ["C", "O", "C", "C", "C", "C", "P", "C", "C", "O", "Br", "O", "C", "C", "C", "C", "N", "P", "S", "C", "P", "O", "P", "O", "O", "O", "O", "H", "H", "H", "H", "H", "H", "H", "H", "H", "H", "H", "H", "H", "H", "H", "H", "H", "H", "H", "H", "H", "H", "H", "H", "H", "H", "H", "C", "C", "N", "H", "H", "H"], "positions_angstrom": [[-3.238, 4.108, -1.331], [-2.299, 3.691, -0.251], [-3.021, 3.643, 1.042], [-2.388, 2.577, 2.117], [-0.818, 2.844, 2.508], [-0.129, 1.418, 3.021], [0.101, 0.150, 1.561], [0.566, -1.147, 2.883], [0.240, -2.710, 2.456], [-0.958, -3.122, 2.015], [1.727, -4.033, 2.671], [0.089, -0.948, 0.165], [0.996, -0.514, -0.950], [1.331, -1.806, -1.902], [1.550, -1.428, -3.503], [0.670, -2.138, -4.736], [2.475, -0.474, -3.945], [-0.199, 0.514, -2.038], [-1.726, -0.650, -2.539], [2.210, 0.243, -0.133], [3.729, -0.879, 0.346], [4.953, -0.713, -0.639], [2.853, 1.942, -0.810], [3.544, 1.839, -2.228], [1.617, 3.192, -0.812], [4.133, 2.427, 0.323], [1.768, 0.662, 1.239], [-3.659, 3.159, -1.909], [-2.729, 4.833, -2.109], [-4.174, 4.711, -0.903], [-4.126, 3.287, 0.789], [-3.127, 4.745, 1.459], [-2.539, 1.498, 1.673], [-3.008, 2.704, 3.129], [-0.827, 3.550, 3.467], [-0.188, 3.399, 1.693], [0.903, 1.724, 3.515], [-0.878, 1.004, 3.853], [-1.256, -0.303, 1.773], [-0.221, 1.297, 0.752], [0.015, -0.985, 3.929], [1.726, -1.037, 3.141], [2.235, -2.463, -1.554], [0.379, -2.524, -1.877], [1.387, -2.206, -5.688], [-0.174, -1.369, -5.017], [0.277, -3.205, -4.461], [2.426, -0.414, -5.007], [0.440, 1.115, -3.207], [-0.820, 1.636, -1.322], [4.149, -0.606, 1.728], [3.218, -2.254, 0.385], [1.586, 3.495, 0.147], [5.003, 2.315, -0.201], [-2.479, -5.747, 1.284], [-2.946, -6.415, 0.058], [-3.316, -6.943, -0.911], [-3.296, -5.593, 1.997], [-1.709, -6.334, 1.796], [-2.047, -4.764, 1.069]], "forces_ev_per_angstrom": [[-0.8, 0.2, -0.4], [-2.1, 0.6, 0.0], [-1.2, -0.3, 0.1], [0.1, 0.7, -0.4], [-0.2, -0.2, 1.4], [0.0, 1.9, 1.1], [-2.7, 1.6, 1.0], [2.1, -2.6, 1.6], [-6.8, 0.1, -2.0], [8.2, 2.5, 3.1], [-0.8, 0.6, -0.2], [2.8, 0.6, -1.7], [-0.6, -0.7, 1.6], [-0.4, -0.8, -1.1], [2.6, 2.5, -2.9], [0.7, 0.5, 0.3], [-4.0, -4.1, 1.7], [-1.5, 0.8, -0.2], [0.4, 0.2, -0.2], [-0.3, 1.0, 2.0], [3.2, 0.5, -3.1], [-3.4, -0.6, 2.9], [3.8, 1.0, -4.3], [-2.9, 0.6, 4.9], [2.7, -2.4, 2.3], [-1.4, -1.0, -2.3], [0.4, -1.6, -2.0], [1.0, 1.9, 1.3], [-0.6, -1.6, 1.7], [2.0, -1.3, -0.7], [2.2, 0.6, 0.7], [0.4, -2.1, -0.6], [0.4, 2.1, 1.0], [1.2, -0.4, -2.3], [0.1, -1.3, -2.1], [-1.3, -1.3, 1.3], [-2.0, -0.7, -0.7], [1.7, 0.8, -1.6], [0.1, 0.3, -0.3], [-0.4, -0.6, -0.6], [0.9, -0.3, -2.5], [-2.4, -0.6, -0.5], [-1.5, 1.5, -0.6], [2.0, 1.9, 0.1], [-1.4, 0.0, 2.2], [1.4, -1.9, 0.8], [0.5, 2.2, -0.5], [-0.1, -0.3, 1.6], [-0.1, -0.4, 1.3], [1.3, -0.8, -0.4], [-1.0, 0.0, -1.1], [0.1, 1.2, 0.2], [-0.3, -0.4, -1.4], [-2.2, 0.0, 0.8], [0.0, 0.1, 0.1], [-0.4, -0.6, -1.0], [0.6, 0.8, 1.6], [0.0, -0.1, -0.3], [-0.1, 0.0, -0.3], [-0.1, -0.3, -0.1]], "homo_ha": -0.2094, "total_charge": -1, "homo_lumo_gap_ev": 7.99, "total_energy_ev": -152391.8548}


# 2
{"formula": "C14H30CdNO3P2", "method": "ωB97M-V/def2-TZVPD", "species": ["Cd", "P", "C", "C", "N", "C", "C", "C", "C", "C", "P", "H", "H", "H", "H", "H", "H", "H", "H", "O", "H", "H", "O", "H", "C", "H", "H", "H", "C", "H", "H", "H", "C", "H", "H", "H", "C", "H", "H", "H", "C", "C", "C", "O", "H", "H", "H", "H", "H", "H", "H"], "positions_angstrom": [[-0.172, -0.123, 1.039], [2.322, 0.275, 0.747], [2.427, 1.287, -0.658], [1.432, 1.206, -1.668], [0.193, 0.669, -1.370], [-0.742, 0.568, -2.305], [-0.524, 0.983, -3.632], [0.714, 1.562, -3.963], [1.690, 1.679, -2.985], [-2.090, -0.051, -1.966], [-2.453, 0.041, -0.178], [2.663, 2.122, -3.192], [-1.313, 0.872, -4.363], [0.896, 1.912, -4.974], [-2.870, 0.428, -2.574], [-2.096, -1.117, -2.250], [1.884, 3.827, -0.108], [3.334, 1.820, -0.942], [-0.325, 3.970, 1.670], [1.373, 4.469, 0.423], [1.887, 5.284, 0.291], [-0.623, 0.831, 2.406], [-0.832, 3.491, 2.358], [-1.565, 3.077, 1.875], [-3.271, 1.672, -0.005], [-4.182, 1.774, -0.619], [-3.537, 1.771, 1.058], [-2.549, 2.452, -0.292], [-3.777, -1.192, 0.119], [-4.078, -1.063, 1.169], [-4.673, -1.085, -0.520], [-3.349, -2.196, -0.024], [3.320, -1.254, 0.562], [4.393, -1.009, 0.456], [3.181, -1.920, 1.431], [2.962, -1.763, -0.347], [2.805, 1.081, 2.316], [2.759, 0.318, 3.113], [3.829, 1.486, 2.246], [2.075, 1.883, 2.524], [-0.738, -4.374, 0.296], [-0.285, -3.131, 1.055], [0.712, -3.355, 2.204], [0.161, -2.151, 0.180], [0.097, -4.946, -0.132], [-1.442, -4.103, -0.500], [-1.267, -5.039, 0.985], [-1.214, -2.717, 1.533], [1.641, -3.854, 1.879], [0.988, -2.390, 2.667], [0.227, -3.977, 2.966]], "forces_ev_per_angstrom": [[-0.2, -0.9, -0.4], [-0.5, -1.2, 2.2], [0.3, 0.3, -1.3], [-0.9, 0.0, -0.6], [0.4, 0.3, -0.1], [0.3, -0.2, -0.3], [1.0, 0.4, 0.1], [-0.6, -0.3, 0.2], [0.0, 0.0, 0.4], [0.3, -0.2, -0.1], [-0.9, -0.1, -0.2], [-0.2, -0.1, -0.1], [0.1, 0.0, 0.0], [0.0, -0.1, 0.1], [0.1, -0.1, 0.3], [0.2, 0.3, 0.1], [-0.5, 0.2, 0.4], [0.0, 0.0, 0.2], [-0.2, -0.3, 0.5], [0.8, -0.2, -0.6], [-0.4, -0.1, 0.2], [0.2, 0.0, -0.1], [0.0, 0.1, -0.8], [0.3, 0.2, 0.3], [0.1, -0.1, 0.2], [0.4, -0.2, 0.2], [0.0, 0.2, -0.3], [-0.3, -0.1, 0.2], [0.1, 0.0, 0.1], [0.0, -0.2, -0.3], [0.5, 0.1, 0.2], [-0.2, 0.3, 0.2], [0.2, 0.1, -0.4], [-0.5, -0.1, 0.0], [-0.1, 0.4, -0.4], [0.1, 0.1, 0.4], [0.5, 0.3, -0.4], [0.0, 0.3, -0.4], [-0.4, -0.1, 0.2], [0.4, -0.3, 0.0], [0.1, -0.4, 0.2], [-0.4, 1.0, 0.5], [-0.2, -0.4, -0.1], [0.3, 0.7, -0.6], [-0.1, 0.3, 0.0], [0.3, 0.0, 0.1], [0.0, 0.0, 0.0], [0.1, -0.4, 0.1], [-0.4, 0.1, 0.0], [-0.2, -0.3, -0.1], [0.3, 0.1, 0.0]], "homo_ha": [-0.3990, -0.4105], "total_charge": 1, "homo_lumo_gap_ev": [5.11, 5.80], "total_energy_ev": -45770.4110}


# 3
{"formula": "C14H30ClFN2", "method": "ωB97M-V/def2-TZVPD", "species": ["C", "C", "C", "Cl", "N", "C", "C", "C", "F", "H", "H", "H", "H", "H", "H", "H", "H", "H", "H", "H", "H", "C", "C", "C", "N", "C", "C", "C", "C", "C", "H", "H", "H", "H", "H", "H", "H", "H", "H", "H", "H", "H", "H", "H", "H", "H", "H", "H"], "positions_angstrom": [[0.235, -4.405, 3.636], [0.352, -2.832, 3.585], [-0.608, -2.319, 2.444], [0.432, -1.243, 1.325], [-1.681, -1.483, 2.869], [-2.608, -2.217, 3.709], [-3.822, -2.837, 2.953], [-3.443, -3.750, 1.765], [-4.491, -3.685, 3.888], [0.227, -4.821, 2.606], [-0.697, -4.741, 4.126], [1.101, -4.873, 4.143], [1.416, -2.593, 3.432], [-0.047, -2.445, 4.542], [-0.903, -3.198, 1.829], [-2.162, -3.030, 4.332], [-3.036, -1.480, 4.429], [-4.555, -2.061, 2.661], [-2.552, -4.369, 1.975], [-4.283, -4.438, 1.553], [-3.283, -3.133, 0.864], [-0.450, 1.082, -0.840], [0.533, 0.706, -1.944], [1.924, 1.303, -1.790], [2.152, 2.717, -2.294], [3.492, 3.146, -1.752], [2.184, 2.805, -3.807], [0.761, 3.122, -4.235], [0.109, 3.817, -3.038], [1.103, 3.728, -1.884], [-0.924, 2.052, -1.010], [-1.252, 0.347, -0.790], [0.038, 1.101, 0.134], [0.099, 0.885, -2.929], [0.668, -0.378, -1.883], [2.646, 0.686, -2.327], [2.210, 1.294, -0.738], [4.242, 2.441, -2.104], [3.436, 3.145, -0.666], [3.713, 4.147, -2.115], [2.847, 3.629, -4.071], [2.578, 1.879, -4.221], [0.221, 2.214, -4.498], [0.748, 3.749, -5.127], [-0.840, 3.343, -2.791], [-0.116, 4.859, -3.259], [0.679, 3.446, -0.924], [1.607, 4.687, -1.763]], "forces_ev_per_angstrom": [[0.3, 0.1, -0.2], [-0.7, -1.7, -0.1], [-1.1, 0.8, 1.5], [0.3, -0.2, -0.5], [0.6, -0.9, -0.4], [-0.3, 0.7, -0.2], [0.8, -0.7, 0.1], [-0.4, 0.3, 0.0], [-0.2, 0.2, -0.1], [0.0, 0.2, 0.5], [0.4, 0.2, -0.2], [-0.4, 0.2, 0.0], [-0.5, 0.3, 0.1], [0.5, 0.2, -0.5], [0.5, 0.5, -0.2], [-0.2, 0.1, -0.2], [0.1, -0.5, -0.2], [0.4, -0.4, 0.0], [-0.4, 0.4, 0.0], [0.3, 0.3, 0.1], [0.2, -0.3, 0.4], [-0.3, 0.4, -0.1], [-0.3, -0.1, 0.2], [-0.2, -0.4, -0.2], [0.8, 0.4, 0.1], [-0.3, -0.1, -0.1], [-0.2, 0.0, 0.0], [-0.2, -0.2, -0.4], [-0.5, 0.1, 0.1], [-0.1, 0.1, 0.0], [0.0, 0.0, 0.0], [0.1, 0.0, 0.1], [-0.1, -0.1, 0.0], [0.2, 0.0, 0.0], [0.2, 0.1, 0.0], [0.1, 0.2, 0.0], [-0.1, 0.1, 0.0], [0.0, 0.0, 0.1], [0.1, 0.0, 0.0], [0.0, 0.0, 0.0], [0.1, -0.1, 0.1], [0.1, 0.0, 0.1], [0.0, 0.0, 0.0], [0.1, 0.0, 0.1], [0.1, 0.0, 0.1], [0.1, 0.0, 0.1], [0.0, -0.1, -0.1], [0.1, -0.1, 0.0]], "homo_ha": -0.1542, "homo_lumo_gap_ev": 3.49, "total_energy_ev": -33220.3002}